1.
The following is a DFT calculation (wB97M-V/def2-TZVPD) of a 2-piece molecular cluster, C9H19N3O3 overall in a non-equilibrium geometry.

Last column: Löwdin charge in e.
Cartesian coordinates (Å):
O  2.481234  -1.174158  1.241694  0.1308
O  1.511970  0.792883  1.140669  0.0132
O  2.456475  -0.199395  -2.802941  0.1553
N  -0.427431  -0.718071  -0.658983  -0.1266
N  1.559129  -2.247520  -0.784909  0.2542
N  -3.048372  0.344838  -0.920678  0.0927
C  1.685710  -0.440378  0.698037  -0.4545
C  0.895744  -0.901504  -0.477638  -0.2017
C  -1.505385  -1.111635  0.251125  -0.1431
C  -1.011278  -0.604835  -1.980439  -0.1403
C  1.313012  2.310623  3.020086  -0.0526
C  1.827808  0.338816  -1.994815  -0.0087
C  -1.895270  0.608690  -1.879815  -0.0642
C  2.159167  1.273097  2.312459  -0.1978
C  -2.567892  -0.072373  0.386742  -0.1424
H  1.058118  -3.123673  -0.920966  0.1808
H  -2.308960  0.757653  1.143400  0.1803
H  -2.310869  0.909158  -2.867566  0.1605
H  2.120969  -2.455938  0.059203  0.1410
H  -1.599482  -1.525092  -2.315660  0.1688
H  -3.764263  -0.323307  -1.169442  0.1926
H  2.186245  0.443429  3.024611  0.1298
H  0.223171  2.056302  2.891477  0.0986
H  -3.167325  -0.723906  1.098260  0.1735
H  2.211433  -1.988594  -1.584917  0.1708
H  -1.857876  -2.111412  -0.101926  0.1509
H  -1.076312  -1.357125  1.249768  0.1629
H  1.740992  1.454801  -1.939937  0.1614
H  -3.645039  1.114226  -0.568374  0.2066
H  3.175040  1.704993  2.045500  0.1645
H  1.702912  3.293667  2.670520  0.0979
H  -0.326300  -0.234279  -2.774345  0.1345
H  -1.260822  1.428518  -1.520074  0.1530
H  1.463748  2.481502  4.029870  0.0573

Atoms 1-6, force components in eV/Å:
0.2 -0.7 -0.4
-1.8 0.3 -2.3
0.2 -1.1 -0.2
-1.0 -0.1 -0.3
1.0 0.5 -1.0
-1.3 1.3 2.0

Calculated values
Net charge: +2
Molecular weight in u: 217.27
HOMO-LUMO gap in eV: 9.42
E_tot in eV: -20233.8449
2S+1: 1
ΔE to the lowest compared entry with this formula, charge and spin in kcal/mol: 44.0

***

2.
The following is a DFT calculation (wB97M-V/def2-TZVPD) of a 2-piece molecular cluster, C9H20BO5S overall in a non-equilibrium geometry.

Last column: Löwdin charge in e.
Cartesian coordinates (Å):
S  0.860402  -0.308270  -1.790814  1.0543
O  -1.471813  2.960435  -1.549706  0.1069
O  2.059369  -2.146750  0.996077  0.0344
O  -0.453478  3.869315  1.497059  0.0695
O  -0.219441  -1.630617  0.818644  -0.1632
O  1.038670  2.740659  -1.688580  0.0773
C  1.000532  -1.728011  1.541107  -0.2435
C  0.025223  3.063864  2.276088  -0.4772
C  0.637954  -2.096195  -2.309225  -0.3281
C  -0.333006  0.788367  -2.751295  -0.2181
C  0.148820  1.609627  1.909685  -0.0183
C  0.514034  3.482831  3.635751  -0.0083
C  -0.833531  -3.624424  -0.651087  -0.1603
C  -0.848313  -2.621281  -1.894322  -0.2062
C  -0.942376  -2.896834  0.765168  -0.1683
B  -0.295574  2.235131  -1.957446  -0.5613
H  0.708748  -2.110816  -3.461487  0.1095
H  -0.048028  2.957627  4.410980  0.0944
H  -0.429432  0.996514  2.604272  0.0976
H  0.912868  3.412398  -0.980510  0.1117
H  0.017317  0.868545  -3.837019  0.1130
H  1.117117  -1.381050  2.626330  0.1685
H  0.092658  -4.302422  -0.664255  0.1287
H  -0.243629  1.459448  0.900888  0.0632
H  0.361665  4.556754  3.759858  0.0924
H  -1.399872  0.369941  -2.668190  0.1101
H  -0.453195  -3.595583  1.545456  0.1429
H  1.580479  3.267347  3.730080  0.0939
H  -1.201471  -3.235181  -2.807640  0.1306
H  2.151838  0.140656  -2.096285  0.0629
H  1.199681  1.311048  1.923728  0.0956
H  1.461600  -2.709987  -1.810096  0.1087
H  -1.604434  -1.768147  -1.792384  0.1137
H  -2.032214  -2.680919  1.076355  0.1468
H  -1.733009  -4.344261  -0.734065  0.1343
H  -1.346160  3.090241  -0.573119  0.0922

Atoms 1-6, force components in eV/Å:
-0.4 0.1 0.5
2.6 -2.3 0.4
-4.4 1.6 1.7
0.2 -0.5 -0.1
1.6 -0.3 1.5
-3.1 -1.0 0.5

Calculated values
Net charge: +1
Molecular weight in u: 251.13
HOMO-LUMO gap in eV: 9.92
E_tot in eV: -31399.9361
2S+1: 1

***

3.
The following is a DFT calculation (wB97M-V/def2-TZVPD) of C9H20CaCl4FNO13PSSiV as an isolated structure in a non-equilibrium geometry.

Last column: Löwdin charge in e.
Cartesian coordinates (Å):
V  5.460800  7.260400  1.362502  1.0125
Ca  -2.715588  0.164701  5.925453  1.0403
Cl  4.335707  3.485217  2.926485  0.5654
Cl  1.798500  3.378871  4.292579  0.5089
Cl  2.064540  4.867531  1.842202  0.5623
Cl  2.118835  1.988075  1.809105  0.5163
S  0.537041  -1.694913  4.125757  0.8486
P  0.287457  -1.602368  -0.901947  0.2545
Si  1.623752  -0.195820  -2.031469  0.6238
F  -3.759165  1.859395  -5.572609  0.0709
O  4.839152  -5.306000  -3.228386  0.0767
O  2.686798  -5.798938  -2.771062  0.0420
O  -4.936168  -1.768808  0.050195  0.0828
O  -0.470521  1.226334  -4.737271  0.0135
O  3.688495  -4.056919  -1.799911  0.0280
O  -1.666769  2.500154  -6.139091  0.1303
O  4.480203  6.904191  2.686885  -0.6694
O  -0.436241  -0.873107  0.330080  -0.2345
O  0.941003  -1.857149  2.723159  -0.5082
O  6.435496  7.621545  0.049600  -0.6127
O  -0.827819  -2.111441  -1.920496  -0.2025
O  0.564552  2.794683  -5.969539  0.2000
O  -4.296973  0.018132  2.915413  -0.0898
N  1.182715  -2.744485  -0.414376  -0.1639
C  -2.497276  1.409835  -5.788725  -0.3139
C  -1.169426  -1.047119  4.081254  -0.3538
C  -5.081609  -0.612164  2.223363  -0.2705
C  1.287388  -0.187034  4.718711  -0.2781
C  -4.109099  -1.191660  0.710143  -0.2717
C  -0.416675  2.234095  -5.647216  -0.5487
C  -1.849622  0.907213  -4.515189  -0.0572
C  3.832002  -5.008742  -2.600518  -0.7974
C  2.598089  3.444908  2.710089  -2.0407
H  -1.225664  -0.165620  3.429962  0.0762
H  2.085178  -5.335738  -2.169006  0.0761
H  -2.211484  1.441907  -3.636461  0.1429
H  -2.510796  0.688348  -6.606008  0.1733
H  2.442195  0.574514  -1.073583  -0.1090
H  1.162487  -2.869262  0.586455  -0.0348
H  -1.981226  -0.159666  -4.360423  0.1359
H  -0.528909  -3.002555  -2.158752  0.0722
H  2.547914  -1.024764  -2.821105  -0.0752
H  0.895030  0.672473  -2.962273  -0.1114
H  -5.938274  -0.078163  1.785718  0.1304
H  -1.466922  -0.795379  5.083284  -0.1945
H  0.910705  0.043610  5.718950  0.0447
H  1.065570  0.628396  4.032009  -0.0139
H  -5.499985  -1.551189  2.619125  0.1256
H  -3.680277  -0.239982  0.347107  0.1301
H  -1.827298  -1.825720  3.694371  0.0686
H  2.362504  -0.342088  4.765286  0.0719
H  -3.288058  -1.764182  1.184177  0.1179
H  0.157735  -0.903554  1.095999  0.0094

Atoms 1-6, force components in eV/Å:
0.1 0.0 -0.2
-2.2 1.6 1.0
0.0 -0.1 0.0
0.0 0.1 0.2
-0.1 0.1 0.0
0.1 0.0 -0.1

Calculated values
Molecular weight in u: 693.21
HOMO-LUMO gap in eV: 1.17
E_tot in eV: -162683.8504
2S+1: 1

***

4.
The following is a DFT calculation (wB97M-V/def2-TZVPD) of C9H20Cl15Hg2O2 as an isolated structure in a non-equilibrium geometry.

Last column: Löwdin charge in e.
Cartesian coordinates (Å):
Hg  -3.573476  -0.125283  -0.691380  1.1454
Hg  0.211804  0.382967  -0.043300  0.8153
Cl  -0.000106  -2.259623  -0.324560  0.3773
Cl  -5.788256  -3.232503  2.476690  0.6112
Cl  -3.692466  -2.667023  0.508680  0.5175
Cl  -0.151476  3.768097  -0.434610  0.4453
Cl  2.149614  -1.407843  -2.829330  0.4820
Cl  0.859934  3.071907  2.851040  0.4867
Cl  1.004754  -2.124883  2.681930  0.4830
Cl  4.109394  -3.652123  -2.579080  0.4597
Cl  -2.937316  3.086687  -0.729630  0.5171
Cl  1.992484  2.578497  -3.380570  0.4576
Cl  2.900624  4.721247  1.357750  0.4312
Cl  -1.649876  -3.695213  -2.262770  0.4903
Cl  2.758924  0.467617  0.145320  -0.1395
Cl  -0.828166  -4.411633  2.670840  0.5483
Cl  2.294954  5.141647  -2.026290  0.4715
O  -1.995616  0.235477  1.067480  -0.5678
O  -1.424206  0.361967  -1.761760  -0.5485
C  3.160284  3.750437  -2.691960  -0.9667
C  -1.973346  0.304687  2.471730  -0.2584
C  3.783584  -1.860883  -2.364360  -0.9796
C  -0.219476  -3.889003  -1.185640  -0.8251
C  -1.724416  4.281907  -1.139670  -0.9284
C  2.585684  3.431377  2.661710  -0.9337
C  -1.304556  0.503277  -3.119980  -0.2737
C  -4.101766  -3.140983  2.172920  -1.0362
C  0.493624  -3.622003  3.520740  -0.9663
H  -2.793286  0.961577  2.762050  0.0785
H  2.913594  3.864677  3.606610  0.0217
H  -1.019206  0.701127  2.818950  0.0405
H  0.166584  -3.404683  4.537560  0.0361
H  3.768204  4.008397  -3.559140  0.0294
H  4.500434  -1.290373  -2.954900  0.0351
H  -2.165836  -0.616413  3.021840  0.0523
H  -1.899116  5.199677  -0.578180  0.0355
H  -0.429806  -0.057743  -3.448860  0.0555
H  -1.079076  1.528777  -3.412560  0.0591
H  3.181824  2.530417  2.516820  0.0091
H  1.288204  -4.365093  3.588270  0.0374
H  0.638334  -4.223903  -1.768820  0.0337
H  3.697944  3.219857  -1.906150  0.0201
H  -3.626586  -4.095633  2.398630  0.0076
H  -1.672916  4.394927  -2.222570  0.0467
H  -0.427246  -4.577573  -0.366620  0.0072
H  -3.697976  -2.385843  2.847320  0.0194
H  -2.260656  0.281567  -3.594140  0.0776
H  3.975454  -1.672523  -1.308040  -0.0176

Atoms 1-6, force components in eV/Å:
3.4 0.5 0.9
0.4 0.9 -0.2
0.1 -2.0 -0.6
-0.9 -0.1 -0.1
0.1 -0.3 -0.6
-0.3 -0.2 -0.4

Calculated values
Net charge: +1
Molecular weight in u: 1093.23
HOMO-LUMO gap in eV: 5.65
E_tot in eV: -209927.5920
2S+1: 1
ΔE to the lowest compared entry with this formula, charge and spin in kcal/mol: 0.0